No. 1
{
  "formula": "C28H55N5O2PS2",
  "method": "wB97M-V/def2-TZVPD",
  "gap_ev": 7.44,
  "total_energy_ev": -72412.5407,
  "homo_energy_ha": -0.444,
  "lumo_ev": -4.65,
  "charge": 1,
  "species": ["C", "C", "C", "C", "C", "C", "C", "C", "C", "C", "C", "C", "C", "C", "C", "C", "C", "C", "C", "C", "N", "C", "N", "P", "S", "N", "S", "C", "N", "H", "H", "H", "H", "H", "H", "H", "H", "H", "H", "H", "H", "H", "H", "H", "H", "H", "H", "H", "H", "H", "H", "H", "H", "H", "H", "H", "H", "H", "H", "H", "H", "H", "H", "H", "H", "H", "H", "H", "H", "H", "H", "H", "H", "H", "H", "H", "H", "H", "H", "C", "C", "C", "C", "C", "C", "N", "O", "O", "H", "H", "H", "H", "H"],
  "positions_angstrom": [[8.30, -1.69, 1.99], [7.20, -0.62, 1.38], [8.00, 0.34, 0.28], [7.26, 0.43, -1.18], [5.91, 1.35, -1.21], [5.80, 2.47, -0.01], [4.83, 3.68, -0.58], [3.35, 3.09, -1.10], [2.22, 4.10, -0.41], [2.11, 3.64, 1.19], [0.52, 3.58, 1.63], [0.29, 3.93, 3.25], [-1.34, 4.12, 3.60], [-1.90, 2.76, 4.37], [-1.94, 1.58, 3.18], [-3.09, 0.45, 3.51], [-3.26, -0.69, 2.31], [-1.83, -1.45, 2.05], [-1.43, -1.67, 0.48], [-1.67, -0.33, -0.47], [-0.85, -0.55, -1.73], [-1.63, -0.28, -2.99], [-1.63, 1.06, -3.43], [-0.76, 2.37, -2.51], [-1.87, 3.12, -1.08], [-2.31, -1.39, -3.76], [-2.73, -2.75, -2.75], [-3.61, -0.96, -4.41], [-4.61, -0.31, -3.47], [7.82, -2.49, 2.72], [8.77, -2.25, 1.06], [9.17, -1.13, 2.58], [6.34, -1.19, 0.82], [6.76, -0.02, 2.29], [8.26, 1.40, 0.75], [9.05, -0.19, 0.11], [8.05, 0.80, -1.96], [6.93, -0.68, -1.45], [4.96, 0.66, -1.22], [5.91, 1.94, -2.24], [5.26, 2.02, 0.95], [6.83, 2.97, 0.26], [5.37, 4.16, -1.52], [4.66, 4.51, 0.26], [3.16, 1.98, -0.77], [3.29, 3.13, -2.28], [1.17, 3.95, -0.92], [2.59, 5.21, -0.54], [2.62, 4.46, 1.86], [2.58, 2.57, 1.33], [-0.06, 4.41, 1.02], [0.15, 2.48, 1.38], [0.80, 4.98, 3.43], [0.78, 3.07, 3.88], [-1.46, 5.06, 4.30], [-1.99, 4.20, 2.61], [-2.94, 2.90, 4.88], [-1.05, 2.42, 5.12], [-0.84, 1.15, 3.15], [-2.12, 2.07, 2.11], [-4.17, 0.94, 3.64], [-2.84, -0.11, 4.51], [-4.02, -1.49, 2.76], [-3.78, -0.27, 1.35], [-1.94, -2.54, 2.53], [-0.91, -0.97, 2.64], [-2.05, -2.60, 0.08], [-0.27, -1.96, 0.45], [-1.15, 0.57, 0.11], [-2.81, -0.15, -0.64], [-0.35, -1.47, -1.74], [-2.10, 1.38, -4.30], [0.50, 1.82, -2.04], [-0.49, 3.43, -3.46], [-3.74, -2.34, -1.82], [-3.31, -0.22, -5.29], [-4.08, -1.95, -4.88], [-4.28, 0.61, -3.10], [-5.43, -0.06, -4.10], [-4.59, -5.91, -0.01], [-4.58, -5.14, -1.18], [-5.55, -5.34, -2.16], [-6.54, -6.32, -1.96], [-6.55, -7.09, -0.79], [-5.57, -6.88, 0.18], [-7.58, -6.51, -2.97], [-7.52, -5.82, -4.00], [-8.46, -7.36, -2.75], [-3.84, -5.74, 0.76], [-3.81, -4.39, -1.32], [-5.52, -4.74, -3.06], [-7.31, -7.85, -0.62], [-5.58, -7.47, 1.10]],
  "lowdin_charge": [-0.17, -0.26, -0.24, -0.22, -0.22, -0.21, -0.21, -0.24, -0.21, -0.20, -0.25, -0.19, -0.20, -0.20, -0.23, -0.21, -0.21, -0.21, -0.19, -0.23, -0.03, -0.23, -0.09, 0.41, 0.18, -0.37, 0.82, -0.35, -0.01, 0.08, 0.08, 0.09, 0.10, 0.10, 0.11, 0.11, 0.11, 0.11, 0.10, 0.11, 0.12, 0.11, 0.12, 0.11, 0.09, 0.10, 0.05, 0.12, 0.11, 0.11, 0.09, 0.08, 0.11, 0.12, 0.11, 0.11, 0.11, 0.11, 0.10, 0.10, 0.13, 0.12, 0.12, 0.10, 0.12, 0.12, 0.08, 0.13, 0.09, 0.12, 0.12, 0.13, 0.01, 0.01, -0.03, 0.13, 0.15, 0.07, 0.11, -0.07, -0.09, 0.00, -0.13, 0.01, -0.06, -0.32, 0.06, 0.08, 0.11, 0.00, 0.11, 0.12, 0.11]
}

***

No. 2
{
  "formula": "C6H12",
  "method": "wB97M-V/def2-TZVPD",
  "gap_ev": 9.94,
  "total_energy_ev": -6411.8000,
  "de_lowest_kcal_mol": 118.55,
  "homo_energy_ha": -0.330,
  "lumo_ev": 0.97,
  "smiles": "CC1(C)CCC1",
  "species": ["C", "C", "C", "C", "C", "C", "H", "H", "H", "H", "H", "H", "H", "H", "H", "H", "H", "H"],
  "positions_angstrom": [[-1.21, -1.10, 0.36], [-0.37, 0.08, -0.10], [-1.26, 1.20, -0.68], [0.78, 0.53, 0.92], [1.78, -0.26, 0.21], [0.83, -0.37, -1.06], [-1.78, -1.54, -0.48], [-0.57, -1.88, 0.78], [-1.93, -0.78, 1.12], [-1.84, 0.84, -1.55], [-0.67, 2.06, -1.02], [-1.99, 1.55, 0.06], [0.91, 1.61, 0.88], [1.55, 0.44, 1.94], [2.02, -1.24, 0.61], [2.64, 0.31, 1.02], [0.71, -1.36, -1.55], [1.01, 0.38, -1.83]],
  "nbo_charge": [-0.61, -0.01, -0.62, -0.41, -0.40, -0.41, 0.21, 0.21, 0.21, 0.21, 0.21, 0.21, 0.20, 0.19, 0.20, 0.19, 0.21, 0.21]
}

***

No. 3
{
  "formula": "C4H7NSi",
  "method": "wB97M-V/def2-TZVPD",
  "gap_ev": 9.69,
  "total_energy_ev": -13625.2360,
  "de_lowest_kcal_mol": 25.53,
  "homo_energy_ha": -0.327,
  "lumo_ev": 0.78,
  "species": ["C", "C", "C", "C", "N", "Si", "H", "H", "H", "H", "H", "H", "H"],
  "positions_angstrom": [[-1.67, -0.75, -0.52], [-0.63, -1.45, 0.04], [-1.21, 0.51, 0.16], [-0.07, -0.27, 0.77], [-1.48, 1.68, -0.05], [1.79, 0.28, -0.19], [-2.24, -0.88, -1.36], [-0.31, -2.54, -0.02], [0.30, -0.43, 1.82], [-0.78, 2.43, 0.28], [2.13, 1.59, 0.55], [1.29, 0.30, -1.58], [2.87, -0.47, 0.10]],
  "nbo_charge": [-0.27, -0.14, 0.29, -0.59, -0.62, 0.81, 0.21, 0.22, 0.24, 0.35, -0.16, -0.14, -0.19]
}